## i
19
Properties=species:S:1:pos:R:3 method="wB97M-V/def2-TZVPD" total_charge=+1 multiplicity=1 e_lumo_ev=-3.100
N 0.00843 0.54876 -0.77378
C -0.12068 -0.21783 0.49943
C 1.16817 -0.17838 1.35093
S 1.49751 1.58824 1.41621
C -0.42747 -1.64517 -0.00515
N -0.81777 -2.65134 0.89455
O -0.26999 -1.90814 -1.09957
H 0.26029 1.51477 -0.54946
H 0.70059 0.26257 -1.40243
H -0.83879 0.68788 -1.26753
H -0.91692 0.11054 1.07527
H 1.04400 -0.67194 2.45551
H 2.08842 -0.74446 1.05489
H 2.50642 1.55089 0.50879
H -1.05663 -3.64621 0.55362
H -0.84141 -2.63387 1.97732
H -0.84061 3.28049 -1.84197
H -1.86798 2.37727 -2.79587
O -1.27556 2.37592 -2.05076



## ii
19
Properties=species:S:1:pos:R:3 method="wB97M-V/def2-TZVPD" total_charge=+1 multiplicity=1 e_lumo_ev=-3.140
C -1.14316 -1.42198 -0.47762
C -0.78884 -0.52741 -1.64599
S 0.04943 -1.41932 -2.98321
N -1.66164 -0.59131 0.66651
H -0.27393 -1.94934 -0.10030
H -1.90423 -2.14558 -0.76076
H -0.19541 0.32497 -1.31672
H -1.68347 -0.13964 -2.13627
H 1.04347 -1.93618 -2.24522
H -2.04841 -1.19493 1.38140
H -2.38843 0.05266 0.34829
H -0.88300 0.02546 1.05760
N 2.17099 0.87092 0.89442
C 1.13485 1.59334 1.40403
O 1.36299 2.88305 1.63905
O 0.04976 1.13440 1.71165
H 2.88902 1.38077 0.39833
H 1.95919 -0.02750 0.49634
H 2.31085 3.08762 1.66846



Least stable: i